# 1
{
  "formula": "C3H3NO2",
  "method": "ωB97M-V with the def2-TZVPD basis set",
  "species": ["C", "C", "O", "H", "H", "N", "C", "O", "H"],
  "coordinates": [[-1.02016, -2.11749, -0.15256], [-1.32721, -0.88612, 0.08984], [-1.44306, 0.24971, 0.27995], [0.03067, -2.26061, -0.60293], [-1.37413, -3.06470, 0.19553], [1.01096, 1.51984, -0.33162], [1.56468, 2.42805, 0.22742], [2.17113, 3.38166, 0.48214], [0.38711, 0.74966, -0.18777]],
  "atomic_forces_ev_per_a": [[2.7, -1.2, -1.0], [0.2, -0.3, 0.3], [-0.6, 0.3, 0.0], [-1.7, 0.6, 0.5], [-0.9, 0.2, 0.3], [0.3, 0.0, 0.1], [-0.6, -0.8, -1.5], [0.4, 0.6, 0.9], [0.2, 0.5, 0.4]],
  "nbo_charge": [-0.794, 0.718, -0.471, 0.281, 0.277, -0.777, 0.856, -0.516, 0.427],
  "largest_force_ev_per_a": 3.107,
  "homo_energy_ev": -10.006,
  "homo_lumo_gap_ev": 10.3,
  "smiles": "C=C=O.N=C=O",
  "de_lowest_kj_mol": 194.3
}

=====

# 2
{
  "formula": "C4H8N2O2",
  "method": "ωB97M-V with the def2-TZVPD basis set",
  "species": ["C", "C", "C", "C", "H", "H", "H", "H", "H", "H", "H", "H", "N", "N", "O", "O"],
  "coordinates": [[2.50085, 0.12627, 0.05463], [1.06005, -0.28413, 0.56040], [-1.94395, -0.12915, 0.03720], [-1.66271, 1.28274, 0.01240], [3.36600, 0.25959, 1.20532], [2.92309, -1.05678, -0.50965], [2.36989, 0.86813, -0.53971], [0.51151, -0.86786, -1.70608], [-1.08813, -2.03354, 0.09139], [-2.91592, 1.47354, 0.06228], [-0.90971, 1.55124, 0.57495], [-1.19477, 1.51120, -1.38166], [0.31391, -0.61098, -0.53635], [-1.03641, -1.16673, -0.32336], [0.57044, -0.25971, 1.59126], [-2.86416, -0.66382, 0.80699]],
  "atomic_forces_ev_per_a": [[3.0, -9.3, 7.2], [4.1, 0.4, -6.1], [-1.4, -7.7, 5.7], [-6.7, -0.8, -8.9], [-3.0, -0.1, -4.1], [-1.1, 4.2, 1.5], [0.1, 4.9, -4.0], [0.4, 1.4, 5.1], [-0.3, -1.9, 1.4], [3.9, 1.3, 0.4], [3.2, 1.9, 3.4], [-1.6, -0.4, 4.3], [-2.9, -3.4, -6.1], [2.0, 6.3, -2.4], [-1.9, 0.2, 6.2], [2.1, 3.2, -3.6]],
  "nbo_charge": [-0.630, 0.656, 0.622, -0.635, 0.235, 0.224, 0.178, 0.432, 0.400, 0.299, 0.228, 0.178, -0.546, -0.467, -0.562, -0.615],
  "largest_force_ev_per_a": 12.150,
  "homo_energy_ev": -9.596,
  "homo_lumo_gap_ev": 9.9,
  "de_lowest_kj_mol": 821.4
}

=====

# 3
{
  "formula": "C28H34N6O3",
  "method": "ωB97M-V with the def2-TZVPD basis set",
  "species": ["C", "C", "C", "N", "C", "O", "C", "C", "N", "C", "C", "N", "C", "C", "O", "N", "C", "C", "C", "C", "C", "C", "C", "C", "C", "C", "C", "O", "N", "C", "C", "C", "C", "C", "C", "N", "C", "H", "H", "H", "H", "H", "H", "H", "H", "H", "H", "H", "H", "H", "H", "H", "H", "H", "H", "H", "H", "H", "H", "H", "H", "H", "H", "H", "H", "H", "H", "H", "H", "H", "H"],
  "coordinates": [[-1.12048, -0.16385, -2.38995], [0.21763, -0.61517, -1.93553], [0.85907, -0.29824, -0.77683], [0.38226, 0.54799, 0.23344], [0.33844, 1.88512, 0.07002], [-0.08717, 2.65088, 0.92208], [0.80964, 2.42796, -1.24265], [0.14761, 3.53058, -1.78826], [0.51950, 4.06640, -2.93703], [1.56732, 3.52835, -3.54423], [2.24249, 2.44559, -2.99635], [1.86033, 1.89485, -1.85629], [-0.15055, -0.01244, 1.49310], [-1.57297, 0.59633, 1.59125], [-2.36963, 0.33817, 0.70488], [-1.85299, 1.33126, 2.67826], [-3.09187, 2.06220, 2.86686], [-3.41365, 3.07847, 1.76673], [-4.88977, 3.40889, 1.99825], [-5.48977, 2.18239, 2.71816], [-4.34239, 1.17975, 2.86903], [0.84655, 0.28772, 2.61834], [0.49035, -0.38744, 3.94253], [0.29752, -1.88720, 3.75084], [-0.76683, -2.13596, 2.68882], [-0.32503, -1.53010, 1.36051], [2.15122, -0.96158, -0.75926], [3.01035, -1.01730, 0.09800], [2.19796, -1.62255, -1.98411], [3.11746, -2.62288, -2.32178], [2.69196, -3.82825, -2.87488], [3.62141, -4.79879, -3.20041], [4.96865, -4.58506, -2.96195], [5.38609, -3.39478, -2.38903], [4.46991, -2.40878, -2.07456], [0.99311, -1.47678, -2.67058], [1.03675, -1.39753, -4.11334], [-1.65362, -0.97422, -2.88214], [-1.69621, 0.16492, -1.52552], [-1.03587, 0.66836, -3.09058], [-0.69859, 3.97458, -1.28405], [1.86491, 3.97972, -4.48064], [3.10834, 2.00326, -3.47109], [-1.05842, 1.69794, 3.17578], [-3.00662, 2.57558, 3.83060], [-3.27496, 2.58978, 0.80330], [-2.76548, 3.95179, 1.80793], [-4.98420, 4.29669, 2.62465], [-5.39983, 3.61259, 1.05805], [-6.31796, 1.75132, 2.15801], [-5.86896, 2.47079, 3.69942], [-4.42671, 0.57804, 3.77332], [-4.29692, 0.51623, 2.00711], [0.95229, 1.36691, 2.74788], [1.81390, -0.09240, 2.27650], [-0.42855, 0.03085, 4.35781], [1.29454, -0.20289, 4.65796], [0.00368, -2.34883, 4.69562], [1.23832, -2.33963, 3.43056], [-1.71467, -1.69101, 3.00033], [-0.92484, -3.20837, 2.55865], [-1.06628, -1.73642, 0.58580], [0.62592, -1.97921, 1.07078], [1.63806, -4.00915, -3.02744], [3.28827, -5.73128, -3.63160], [5.68942, -5.34809, -3.21393], [6.43442, -3.22932, -2.19147], [4.78298, -1.48276, -1.62182], [1.74250, -2.13296, -4.49365], [1.34408, -0.40278, -4.45301], [0.04659, -1.61824, -4.50720]],
  "atomic_forces_ev_per_a": [[0.1, 0.1, -0.1], [0.2, -0.2, 0.8], [-0.3, -0.5, -0.7], [0.1, -0.3, -0.1], [0.1, 0.2, 0.0], [0.0, 0.1, -0.2], [0.1, 0.5, -0.5], [0.0, -0.3, 0.3], [-0.1, 0.3, -0.2], [0.1, -0.1, 0.0], [0.0, 0.1, -0.1], [0.1, 0.2, 0.2], [0.1, 0.0, 0.0], [0.3, -0.1, 0.3], [-0.3, 0.0, -0.2], [0.0, 0.0, 0.4], [-0.3, -0.1, -0.3], [0.1, 0.1, 0.1], [0.0, 0.1, -0.1], [-0.1, -0.1, 0.1], [0.0, 0.0, 0.2], [-0.1, 0.1, 0.2], [0.2, -0.1, 0.0], [-0.3, 0.1, 0.1], [0.3, -0.1, -0.1], [-0.3, 0.0, 0.0], [-0.4, 0.2, -0.2], [0.2, 0.0, 0.3], [0.1, 0.4, -0.1], [0.2, -0.4, -0.1], [0.0, 0.1, 0.1], [0.1, 0.0, 0.0], [0.0, -0.1, 0.0], [0.0, 0.0, 0.0], [-0.1, 0.1, 0.0], [-0.3, -0.4, 0.2], [0.2, 0.3, -0.3], [-0.1, 0.0, 0.0], [0.0, 0.0, 0.0], [0.0, 0.1, -0.1], [0.0, 0.0, 0.1], [0.1, 0.0, -0.1], [0.1, 0.1, -0.1], [0.0, -0.1, -0.1], [0.0, 0.0, -0.1], [0.0, 0.0, 0.0], [0.1, 0.0, 0.0], [0.0, 0.0, 0.0], [0.0, 0.1, 0.0], [-0.1, 0.0, 0.1], [-0.1, 0.0, 0.0], [0.0, -0.1, 0.0], [0.0, 0.0, 0.0], [0.1, 0.0, 0.0], [0.0, 0.1, 0.0], [0.0, 0.0, 0.1], [0.0, 0.1, 0.0], [0.1, 0.0, 0.0], [0.1, -0.1, 0.0], [-0.1, -0.1, 0.1], [-0.1, 0.0, 0.0], [0.1, 0.0, 0.0], [0.0, 0.0, 0.0], [-0.1, 0.0, 0.0], [0.0, -0.1, 0.0], [0.1, -0.1, 0.0], [0.1, 0.0, 0.0], [0.0, 0.1, 0.0], [-0.1, 0.0, 0.0], [0.0, 0.0, 0.0], [0.0, 0.0, 0.0]],
  "nbo_charge": [-0.675, 0.248, 0.030, -0.451, 0.668, -0.627, 0.059, 0.042, -0.380, -0.002, -0.016, -0.371, 0.070, 0.796, -0.693, -0.628, -0.041, -0.411, -0.409, -0.404, -0.419, -0.445, -0.401, -0.400, -0.387, -0.425, 0.609, -0.640, -0.293, 0.214, -0.270, -0.201, -0.226, -0.185, -0.233, -0.219, -0.419, 0.230, 0.279, 0.226, 0.218, 0.201, 0.201, 0.408, 0.194, 0.221, 0.213, 0.199, 0.209, 0.209, 0.198, 0.206, 0.230, 0.222, 0.247, 0.195, 0.212, 0.206, 0.200, 0.199, 0.212, 0.232, 0.220, 0.222, 0.215, 0.214, 0.215, 0.243, 0.230, 0.191, 0.218],
  "largest_force_ev_per_a": 0.904,
  "homo_energy_ev": -8.104,
  "homo_lumo_gap_ev": 8.3,
  "smiles": "Cc1c(N(C(=O)c2cnccn2)C2(C(=O)NC3CCCC3)CCCCC2)c(=O)n(-c2ccccc2)n1C",
  "de_lowest_kj_mol": 84.6
}

=====

# 4
{
  "formula": "C2H4N2O2",
  "method": "ωB97M-V with the def2-TZVPD basis set",
  "species": ["C", "N", "O", "C", "N", "O", "H", "H", "H", "H"],
  "coordinates": [[-2.43019, -0.19958, 0.07541], [-1.19450, -0.62200, -0.10264], [-0.41594, 0.62003, -0.09400], [0.88255, 0.49993, -0.14592], [1.50585, -0.64180, -0.08639], [2.91710, -0.11232, 0.09003], [-3.10667, -1.05910, -0.10055], [-2.90270, 0.85996, 0.40595], [1.42240, 1.53583, -0.06997], [3.32210, -0.88096, 0.02808]],
  "atomic_forces_ev_per_a": [[0.8, -0.9, 0.1], [-2.6, 3.3, 0.1], [-1.5, -0.1, 0.0], [2.3, -0.6, 0.9], [1.0, 3.7, 0.1], [-4.2, 4.0, 0.1], [0.1, 0.7, 0.5], [1.8, -2.4, -1.1], [-1.1, -2.1, -0.3], [3.5, -5.6, -0.4]],
  "nbo_charge": [-0.110, -0.091, -0.401, 0.357, -0.220, -0.605, 0.202, 0.218, 0.195, 0.455],
  "largest_force_ev_per_a": 6.598,
  "homo_energy_ev": -9.165,
  "homo_lumo_gap_ev": 9.6,
  "smiles": "C=NO/C=N/O",
  "de_lowest_kj_mol": 628.3
}

=====

# 5
{
  "formula": "C5H7NO",
  "method": "ωB97M-V with the def2-TZVPD basis set",
  "species": ["C", "C", "C", "O", "C", "C", "N", "H", "H", "H", "H", "H", "H", "H"],
  "coordinates": [[1.75141, -0.00362, 0.45673], [0.41835, 0.38232, -0.10486], [0.11033, 1.43927, -0.90065], [-1.20163, 1.45549, -1.21540], [-1.76746, 0.38137, -0.59364], [-0.82721, -0.31583, 0.09440], [-1.00321, -1.46221, 0.89055], [2.56004, 0.55963, -0.01953], [1.95725, -1.06996, 0.29324], [1.80579, 0.18080, 1.53689], [0.70642, 2.23722, -1.31871], [-2.83011, 0.25234, -0.73812], [-0.12012, -1.86144, 1.18365], [-1.55984, -2.17538, 0.43546]],
  "atomic_forces_ev_per_a": [[0.1, 0.0, 0.0], [-0.1, 0.2, -0.1], [0.2, -0.1, 0.1], [0.0, 0.0, 0.0], [-0.1, -0.2, 0.1], [0.0, 0.1, -0.1], [0.1, -0.1, -0.1], [-0.2, -0.1, 0.1], [0.0, 0.2, 0.0], [0.0, 0.0, -0.2], [0.0, -0.1, 0.1], [0.2, 0.0, 0.0], [-0.1, 0.0, -0.1], [0.1, 0.1, 0.1]],
  "nbo_charge": [-0.632, -0.142, 0.100, -0.404, 0.014, 0.076, -0.812, 0.226, 0.210, 0.219, 0.198, 0.199, 0.370, 0.376],
  "largest_force_ev_per_a": 0.244,
  "homo_energy_ev": -8.025,
  "homo_lumo_gap_ev": 9.0,
  "smiles": "Cc1cocc1N",
  "de_lowest_kj_mol": 78.7
}

=====

# 6
{
  "formula": "C19H33N10O4S2",
  "method": "ωB97M-V with the def2-TZVPD basis set",
  "species": ["C", "C", "C", "N", "S", "O", "O", "N", "S", "O", "O", "H", "H", "H", "H", "H", "H", "H", "H", "H", "C", "C", "N", "H", "H", "H", "C", "C", "N", "H", "H", "H", "C", "C", "N", "H", "H", "H", "C", "C", "N", "H", "H", "H", "C", "C", "N", "H", "H", "H", "C", "C", "N", "H", "H", "H", "C", "C", "N", "H", "H", "H", "C", "C", "N", "H", "H", "H"],
  "coordinates": [[0.53898, 0.53591, 3.49940], [-0.36422, 0.57365, 2.18190], [-0.87432, 2.01873, 1.75042], [-1.15537, 2.95448, 2.86728], [-2.60963, 2.60386, 3.70019], [-2.58581, 1.36253, 4.56027], [-2.91944, 3.84362, 4.64524], [-3.88835, 2.61206, 2.55762], [-4.63623, 1.08689, 2.48980], [-3.70372, -0.07709, 2.28798], [-5.57135, 1.12306, 1.29109], [1.20076, -0.38851, 3.49370], [1.12384, 1.50404, 3.63902], [-0.18588, 0.45654, 4.38759], [0.30389, 0.20131, 1.32666], [-1.19002, -0.20309, 2.29882], [-1.78506, 1.88218, 1.07069], [-0.07767, 2.52051, 1.09831], [-0.35901, 3.09921, 3.49322], [-5.38678, 0.87077, 3.63593], [-1.04257, -3.45514, 4.03336], [-0.27506, -2.96888, 2.84836], [0.32340, -2.58828, 1.91920], [-1.27572, -2.61685, 4.69173], [-1.97275, -3.92059, 3.70583], [-0.45031, -4.18787, 4.58295], [0.45155, 3.11486, 7.14735], [-0.62431, 3.21909, 6.10653], [-1.52214, 3.30367, 5.28854], [1.17726, 3.91861, 7.01042], [0.01999, 3.19360, 8.15089], [0.96224, 2.15485, 7.05488], [0.41136, -4.57787, -0.87695], [1.17707, -4.08747, -2.06307], [1.77698, -3.70339, -2.99215], [0.17622, -3.74273, -0.21429], [-0.51846, -5.04614, -1.20245], [1.00274, -5.30970, -0.32667], [2.81561, -1.22327, -4.80989], [3.47149, 0.03146, -5.29200], [3.98654, 1.01262, -5.66937], [2.14912, -0.99784, -3.97705], [2.23632, -1.67237, -5.61706], [3.57243, -1.93376, -4.47715], [1.52423, -8.84656, -0.74475], [0.73835, -8.07842, 0.26857], [0.11679, -7.48159, 1.07379], [0.88847, -9.09576, -1.59511], [2.36624, -8.24683, -1.09275], [1.90206, -9.76768, -0.29972], [1.50939, 3.59408, -6.49819], [0.73230, 4.35690, -5.47571], [0.12236, 4.95477, -4.67582], [0.86790, 3.35380, -7.34728], [2.35151, 4.19313, -6.84622], [1.88734, 2.66801, -6.06299], [-3.53502, 4.90835, -6.24993], [-2.42454, 4.77191, -7.23997], [-1.55178, 4.66515, -8.01068], [-4.30260, 4.15951, -6.44868], [-3.14897, 4.76470, -5.23972], [-3.97788, 5.90207, -6.32482], [3.60404, 0.19714, -0.76265], [2.82349, 0.95452, 0.26248], [2.21077, 1.54733, 1.06351], [2.96350, -0.04424, -1.61173], [4.44364, 0.80079, -1.10966], [3.98477, -0.72837, -0.32902]],
  "atomic_forces_ev_per_a": [[-1.2, 0.2, 0.3], [0.9, -0.6, -0.4], [0.3, -0.7, -1.0], [-1.6, -1.0, -1.2], [-1.5, 0.4, 3.8], [-0.7, 1.1, -2.9], [-8.4, 2.2, -4.9], [1.2, -2.3, 1.6], [1.4, -1.0, -5.0], [-1.6, 2.1, 1.5], [1.3, 0.7, 3.5], [-0.6, 1.3, 0.0], [-0.4, -1.4, -0.3], [1.1, 0.2, -1.1], [-1.2, 0.5, 1.1], [0.8, 1.4, -0.2], [1.1, 0.4, 1.2], [-1.0, -0.7, 1.1], [-0.8, -0.3, -0.1], [0.6, 0.3, -0.5], [0.4, 0.3, -0.6], [0.7, 0.5, -1.2], [-1.2, -1.0, 2.0], [0.0, 0.0, -0.2], [0.1, 0.1, 0.0], [0.0, 0.1, -0.1], [-1.2, 0.5, -0.1], [-2.1, 0.9, -1.0], [13.2, -4.4, 4.7], [-0.1, 0.0, 0.0], [0.2, 0.0, 0.1], [-0.1, 0.1, -0.1], [0.4, 0.3, -0.7], [0.8, 0.5, -1.2], [-1.3, -0.9, 2.1], [0.1, 0.0, -0.1], [0.1, 0.0, 0.0], [0.0, 0.1, -0.1], [0.4, 0.8, -0.3], [0.7, 1.3, -0.5], [-1.2, -2.2, 0.9], [0.1, 0.0, -0.1], [0.1, 0.1, 0.1], [-0.1, 0.1, 0.0], [-0.4, 0.5, 0.6], [-1.4, 1.2, 1.8], [1.9, -1.9, -2.5], [0.0, 0.1, 0.1], [-0.1, 0.0, 0.1], [-0.1, 0.1, 0.0], [-0.5, 0.3, 0.6], [-0.9, 0.8, 1.0], [1.3, -1.4, -1.8], [-0.1, 0.1, 0.1], [-0.1, 0.0, 0.1], [0.0, 0.1, 0.0], [0.6, -0.1, -0.5], [1.2, -0.1, -0.9], [-1.9, 0.2, 1.7], [0.1, 0.0, 0.0], [0.1, 0.0, -0.1], [0.1, -0.1, 0.0], [-0.5, 0.4, 0.6], [-0.8, 0.8, 1.1], [1.8, -1.2, -2.0], [0.0, 0.0, 0.1], [-0.1, 0.0, 0.0], [-0.1, 0.1, 0.0]],
  "nbo_charge": [-0.646, -0.431, -0.254, -0.826, 2.232, -0.956, -0.834, -1.069, 2.003, -0.975, -0.967, 0.202, 0.198, 0.230, 0.200, 0.237, 0.238, 0.210, 0.423, 0.002, -0.717, 0.334, -0.384, 0.273, 0.258, 0.242, -0.688, 0.193, -0.397, 0.231, 0.215, 0.228, -0.730, 0.331, -0.409, 0.298, 0.252, 0.254, -0.714, 0.301, -0.369, 0.263, 0.257, 0.263, -0.715, 0.284, -0.332, 0.255, 0.256, 0.254, -0.721, 0.305, -0.362, 0.263, 0.250, 0.261, -0.718, 0.318, -0.375, 0.250, 0.275, 0.251, -0.707, 0.289, -0.327, 0.247, 0.249, 0.250],
  "largest_force_ev_per_a": 14.648,
  "charge": -1,
  "homo_energy_ev": -2.426,
  "homo_lumo_gap_ev": 4.0
}